ORCA calculation (ωB97M-V with the def2-TZVPD basis set) on a single C6H5NS molecule.

Geometry as XYZ:
```
13
Properties=species:S:1:pos:R:3:forces:R:3
C 1.657 2.769 -0.067 -1.7 2.9 -2.2
C 2.003 1.528 0.018 1.7 -2.4 2.4
C 1.030 0.403 -0.065 0.3 3.2 0.4
C -0.304 0.668 -0.127 1.1 -2.7 0.4
C -0.870 -0.642 -0.019 -1.2 -0.8 -0.7
C 0.298 -1.576 -0.128 -0.8 -1.0 -0.7
H 0.669 3.098 -0.485 0.9 -0.3 0.6
H 2.418 3.535 -0.017 -0.2 0.2 0.5
H 3.001 1.475 0.553 -1.0 -1.1 -1.2
H -0.855 1.537 -0.062 -0.7 1.7 0.1
H 0.165 -2.614 -0.499 0.3 0.5 1.0
N 1.393 -0.948 -0.033 1.0 -0.5 -0.6
S -2.377 -1.206 0.192 0.2 0.3 0.0
```
Positions in Å, forces in eV/Å.

The value obtained for the gap between HOMO and LUMO is 7.057 eV. The value obtained for the energy above the lowest of the compared OMol25 structures with the same formula, charge and spin is 1.712 eV. The total energy is -18625.3356 eV. The SMILES is C=CC1=CC(=S)C=N1. For the strongest force on any atom, the calculation gives 4.0 eV Å⁻¹. The spin multiplicity is 1.



ORCA calculation (ωB97M-V with the def2-TZVPD basis set) on a molecular structure, C34H82Br3FMnO23P5.

Geometry as XYZ:
```
149
Properties=species:S:1:pos:R:3:forces:R:3
Mn 0.425 0.445 -0.205 -0.2 -0.7 0.2
F 1.242 0.033 -1.951 0.4 -0.7 -0.2
C -6.062 -1.284 -1.676 -2.3 -1.3 -0.4
C -4.857 -2.121 -1.625 2.3 1.6 -1.8
O -3.730 -1.331 -1.014 -0.4 -0.8 0.0
P -2.739 -0.437 -1.843 0.0 0.9 1.0
O -1.671 0.111 -0.979 0.1 -0.7 0.0
O -2.300 -1.198 -3.110 0.3 -0.6 -1.2
C -1.044 -1.913 -3.304 0.6 0.4 1.0
C -0.549 -1.748 -4.719 1.0 -1.1 0.7
O -3.665 0.680 -2.411 -0.6 0.8 -0.6
C -3.281 1.671 -3.426 -0.1 0.0 0.8
C -4.001 1.445 -4.721 0.4 1.2 -0.5
H -6.864 -1.940 -2.137 0.7 0.9 0.4
H -6.426 -0.957 -0.744 -0.4 -0.1 1.6
H -6.007 -0.361 -2.203 0.6 0.4 -1.0
H -4.893 -3.048 -1.070 -0.3 0.1 -0.1
H -4.557 -2.246 -2.704 -0.1 -0.7 1.1
H -0.337 -1.497 -2.557 -0.1 -0.3 -0.5
H -1.251 -2.962 -3.065 0.1 0.1 -0.2
H -1.211 -2.230 -5.380 -1.0 -0.8 -0.9
H -0.462 -0.750 -5.076 0.3 1.0 0.2
H 0.433 -2.276 -4.813 -0.6 0.6 0.2
H -3.533 2.633 -2.981 0.0 0.0 0.0
H -2.198 1.683 -3.603 -0.1 -0.4 0.3
H -5.036 1.804 -4.809 0.2 -0.5 0.6
H -3.449 2.115 -5.406 -0.2 -0.5 -0.2
H -3.876 0.416 -5.012 -0.1 -0.3 -0.4
C -4.310 3.221 0.373 -0.1 0.7 -0.5
C -2.832 2.894 0.453 -1.0 1.1 0.3
O -2.528 2.638 1.820 0.1 0.4 1.7
P -1.884 1.344 2.336 -0.9 -2.0 -0.3
O -0.616 0.893 1.740 0.2 0.1 -0.1
O -1.658 1.535 3.907 -0.1 -0.5 -1.3
C -2.864 1.503 4.667 -0.5 1.7 -0.4
C -3.321 2.881 5.043 -0.8 -0.4 0.8
O -3.152 0.346 2.047 1.3 0.6 1.0
C -3.056 -1.086 2.290 1.6 -0.4 -1.3
C -4.446 -1.639 2.499 0.0 1.2 -0.4
H -4.574 4.178 0.855 0.3 -0.4 -0.1
H -4.728 3.253 -0.639 0.5 0.0 -0.1
H -4.844 2.444 0.855 -0.6 -0.8 0.6
H -2.532 2.066 -0.148 0.3 -0.4 -0.6
H -2.241 3.769 0.338 0.5 0.5 -1.2
H -3.600 1.022 4.107 -1.3 -0.9 -0.8
H -2.723 0.956 5.544 0.7 -1.0 1.3
H -3.999 2.696 5.883 -0.3 0.3 -0.2
H -2.473 3.313 5.521 0.6 1.1 0.0
H -3.835 3.509 4.294 0.6 -0.4 0.2
H -2.677 -1.503 1.290 -0.2 0.4 1.7
H -2.290 -1.308 3.096 -1.0 0.2 -0.7
H -5.014 -1.111 3.297 0.3 -0.3 -0.6
H -4.911 -1.512 1.497 -0.3 -0.1 0.8
H -4.369 -2.681 2.730 -0.1 -0.7 0.1
C 6.048 3.078 2.272 -0.5 -1.2 0.7
C 5.662 1.621 2.450 -0.6 -0.6 -1.6
O 4.587 1.397 1.453 -0.7 -0.4 0.5
P 3.140 0.882 1.896 0.9 1.4 -1.4
O 2.236 1.149 0.749 0.0 -0.4 0.6
O 3.240 -0.598 2.351 0.4 -0.7 0.1
C 3.824 -1.549 1.387 0.7 0.2 -0.1
C 4.547 -2.614 2.151 -0.7 -0.8 -0.6
O 2.863 1.708 3.198 -0.4 -0.7 0.1
C 1.638 2.447 3.342 -0.5 0.9 0.3
C 2.010 3.847 3.833 0.4 -2.0 1.1
H 6.983 3.253 2.786 0.1 0.4 0.1
H 6.155 3.194 1.208 0.3 0.3 -0.4
H 5.222 3.682 2.621 0.1 0.5 0.2
H 6.438 0.986 2.025 0.3 -0.1 0.6
H 5.284 1.232 3.399 0.5 0.5 0.1
H 3.027 -1.926 0.783 -0.5 -0.1 -0.4
H 4.571 -1.053 0.767 -0.3 0.5 -0.1
H 5.210 -3.212 1.531 0.3 0.4 -0.4
H 5.103 -2.107 2.903 0.5 -0.1 1.0
H 3.845 -3.374 2.475 -0.2 0.2 0.9
H 1.117 2.502 2.393 0.2 0.0 -0.3
H 0.918 1.935 3.983 0.5 -0.2 0.4
H 2.493 4.320 3.013 0.0 1.1 -0.5
H 1.130 4.273 4.282 -0.3 0.8 -0.4
H 2.752 3.766 4.652 -0.3 -0.1 -0.4
C -2.233 6.337 -0.736 0.8 0.3 -0.9
C -0.869 6.015 -1.358 -0.2 1.2 -1.2
O -0.739 4.608 -1.286 -0.9 0.1 1.0
P 0.360 3.636 -1.681 2.1 -2.0 -1.2
O 0.221 2.303 -1.044 -0.4 1.8 -0.1
O 0.237 3.589 -3.266 -0.9 0.3 1.2
C 1.208 3.124 -4.206 0.3 -0.6 0.9
C 0.856 1.797 -4.795 -0.9 -1.3 -0.3
O 1.740 4.333 -1.393 -0.3 0.7 0.1
C 2.952 3.755 -0.810 -0.6 0.4 0.8
C 3.875 4.909 -0.370 -1.4 0.7 -1.7
H -2.572 7.347 -0.960 0.0 0.0 -0.5
H -2.918 5.586 -1.123 -0.3 0.2 0.1
H -2.189 6.331 0.325 0.0 -0.5 1.0
H -0.845 6.276 -2.443 -0.2 0.0 0.7
H -0.007 6.537 -0.906 -0.4 -0.4 0.1
H 1.198 3.900 -4.922 0.4 0.7 -1.0
H 2.177 3.040 -3.717 0.1 0.3 0.0
H 1.001 0.943 -4.079 -0.4 0.9 -0.3
H -0.208 1.817 -5.193 1.2 -0.2 0.4
H 1.549 1.568 -5.618 -0.3 0.3 0.0
H 2.632 3.150 0.050 0.3 0.1 -0.5
H 3.318 3.121 -1.599 0.7 -0.3 0.0
H 3.358 5.540 0.366 0.3 -0.4 0.2
H 4.843 4.573 -0.067 0.4 -0.3 0.5
H 4.043 5.596 -1.232 -0.1 -0.5 0.4
C 0.372 -2.226 5.555 -0.4 -0.9 0.0
C 0.721 -1.865 4.110 -1.0 -0.8 0.8
O 0.005 -2.794 3.220 -0.9 0.8 2.2
P 0.180 -2.875 1.709 1.6 -0.2 -1.9
O 0.603 -1.659 0.982 -0.6 0.1 -0.1
O 1.396 -3.922 1.519 -1.5 -0.4 0.0
C 1.086 -5.364 1.759 2.6 0.6 0.5
C 1.884 -5.902 2.997 -1.8 0.3 -0.9
O -1.235 -3.509 1.293 0.9 0.1 1.1
C -1.396 -4.066 0.008 -0.5 0.9 -3.1
C -2.878 -4.505 -0.244 2.3 0.5 0.0
H 0.467 -3.326 5.689 0.2 0.7 -0.1
H 1.027 -1.740 6.279 0.2 0.1 -0.3
H -0.639 -2.021 5.888 -0.3 0.3 -0.4
H 0.502 -0.844 3.813 0.0 0.1 -0.1
H 1.743 -2.109 4.028 1.4 0.2 -0.6
H 0.021 -5.418 1.820 -0.5 -0.7 0.2
H 1.538 -5.829 0.878 -0.8 -0.2 0.0
H 1.655 -5.346 3.894 0.1 0.5 0.2
H 1.476 -6.894 3.204 0.4 -0.2 -0.2
H 2.946 -5.913 2.793 0.1 -0.1 0.0
H -1.233 -3.249 -0.772 0.2 -0.8 1.0
H -0.623 -4.825 -0.183 -0.5 -0.1 0.1
H -3.106 -5.253 0.466 -0.6 -1.1 0.4
H -3.449 -3.634 -0.046 -0.6 0.7 0.4
H -3.043 -4.782 -1.296 0.2 -0.2 0.5
C 4.142 -0.174 -3.374 0.7 -0.6 -1.1
Br 3.634 -1.434 -4.794 0.0 0.2 0.4
Br 4.596 1.514 -4.263 -0.1 -0.5 0.7
Br 5.632 -0.967 -2.382 -0.5 0.6 -0.2
H 3.283 -0.092 -2.734 -0.4 0.4 0.4
C 1.581 -5.526 -4.875 1.1 1.2 -0.4
O 1.263 -6.113 -3.635 0.2 0.5 0.9
C 1.586 -5.433 -2.502 -0.7 1.2 -2.4
O 1.598 -5.988 -1.477 0.3 -1.3 2.9
O 1.752 -4.107 -2.681 -0.6 -0.7 -0.8
C 2.383 -3.316 -1.677 1.6 -0.2 -0.3
H 1.134 -4.520 -4.981 -0.1 -0.7 -0.2
H 1.328 -6.221 -5.654 -0.6 -0.2 -0.2
H 2.670 -5.391 -4.966 -0.2 0.0 0.2
H 3.435 -3.274 -2.011 -0.2 0.2 0.5
H 2.324 -3.692 -0.665 -0.2 -0.5 0.0
H 1.986 -2.322 -1.689 -0.5 0.5 -0.3
```
Positions in Å, forces in eV/Å.

The value obtained for the gap between HOMO and LUMO (alpha / beta) is 8.727 / 10.122 eV. The total energy is -374302.0515 eV. For the strongest force on any atom, the calculation gives 3.3 eV Å⁻¹. Its expectation value of S² is 8.75. As for the charge: +1. The spin multiplicity is 6.



ORCA calculation (ωB97M-V with the def2-TZVPD basis set) on a molecular structure, C27H21Br2F2N2O5S2Sn.

Geometry as XYZ:
```
62
Properties=species:S:1:pos:R:3:forces:R:3
Sn -0.047 -1.153 1.830 0.0 -0.1 -0.1
O 0.217 3.890 -0.494 0.0 0.0 0.0
C -0.558 4.019 0.636 0.0 0.0 0.0
C -0.783 5.307 1.101 0.0 0.0 0.0
C -1.571 5.502 2.224 0.0 0.0 0.0
C -2.122 4.417 2.890 0.0 0.0 0.0
C -1.892 3.134 2.416 0.0 0.0 0.0
C -1.124 2.920 1.282 0.0 0.0 0.0
C -0.918 1.516 0.748 0.0 0.0 0.0
O -1.148 0.557 1.691 0.0 0.0 0.0
N -1.807 1.370 -0.422 -0.1 0.0 0.0
N -1.484 0.315 -1.206 0.0 0.0 0.0
C -1.647 0.431 -2.461 0.0 0.0 0.0
C -1.354 -0.661 -3.396 0.0 0.0 0.0
Br -1.928 -2.389 -2.870 0.0 0.0 0.0
C -0.769 -0.508 -4.584 0.0 0.0 0.0
C -0.167 0.737 -5.092 0.0 0.0 0.0
C -0.162 0.971 -6.470 0.0 0.0 0.0
C 0.410 2.117 -6.997 0.0 0.0 0.0
C 1.002 3.050 -6.155 0.0 0.0 0.0
C 1.026 2.819 -4.788 0.0 0.0 0.0
C 0.452 1.672 -4.261 0.0 0.0 0.0
H 0.648 3.024 -0.496 0.0 0.0 0.0
H -0.326 6.136 0.577 0.0 0.0 0.0
H -1.743 6.508 2.586 0.0 0.0 0.0
H -2.725 4.568 3.776 0.0 0.0 0.0
H -2.298 2.264 2.917 0.0 0.0 0.0
H 0.112 1.440 0.369 0.0 0.0 0.0
H -1.933 2.246 -0.929 0.0 0.0 0.0
H -1.986 1.371 -2.910 0.0 0.0 0.0
H -0.712 -1.367 -5.243 0.0 0.0 0.0
H -0.619 0.242 -7.130 0.0 0.0 0.0
H 0.397 2.282 -8.067 0.0 0.0 0.0
H 1.451 3.946 -6.565 0.0 0.0 0.0
H 1.502 3.528 -4.121 0.0 0.0 0.0
H 0.516 1.484 -3.197 0.0 0.0 0.0
Br 2.225 1.266 2.259 0.0 0.0 0.0
C 2.541 1.175 0.394 0.0 0.1 0.0
C 3.239 2.212 -0.160 0.0 0.0 0.0
C 3.601 2.179 -1.521 0.0 0.0 0.0
C 3.293 1.079 -2.265 0.0 0.0 0.0
C 2.569 -0.002 -1.705 0.0 0.0 0.0
C 2.303 -1.142 -2.501 0.0 0.0 0.0
C 1.609 -2.192 -1.987 0.0 0.0 0.0
C 1.081 -2.108 -0.682 0.0 0.0 0.0
C 1.277 -1.017 0.129 0.0 0.1 0.0
C 2.108 0.043 -0.357 0.0 -0.1 0.0
H 3.529 3.049 0.460 0.0 0.0 0.0
H 4.144 3.010 -1.951 0.0 0.0 0.0
H 3.591 1.013 -3.305 0.0 0.0 0.0
H 2.669 -1.156 -3.521 0.0 0.0 0.0
H 1.415 -3.074 -2.584 0.0 0.0 0.0
H 0.471 -2.934 -0.337 0.0 0.0 0.0
F -1.678 -3.279 0.403 0.0 0.0 0.0
C -1.658 -2.624 1.618 0.0 0.1 0.0
F -2.883 -2.023 1.749 0.0 0.0 0.0
H -1.567 -3.385 2.396 0.0 0.0 0.0
O 2.403 -3.150 4.538 0.0 0.0 0.0
S 1.126 -3.072 3.881 -0.1 0.0 0.0
O 0.103 -3.981 4.344 0.1 0.0 0.0
O 1.231 -3.050 2.389 -0.1 0.0 0.0
S 0.360 -1.104 4.191 0.0 0.0 0.0
```
Positions in Å, forces in eV/Å.

The value obtained for the gap between HOMO and LUMO is 8.058 eV. The value obtained for the energy above the lowest of the compared OMol25 structures with the same formula, charge and spin is 0.015 eV. The total energy is -214581.5331 eV. For the strongest force on any atom, the calculation gives 0.2 eV Å⁻¹. As for the charge: -1. The spin multiplicity is 1.